Record 1
19
Properties=species:S:1:pos:R:3:forces:R:3 method="wB97M-V/def2-TZVPD" mol_weight_g_mol=170.128 homo_ev="-5.83 / -6.02" lumo_energy_ev="0.2 / 0.1" largest_force_ev_per_a=2.97 multiplicity=5 e_above_lowest_kcal_mol=79.1
O -0.892806 1.214056 -0.596158 0.5 -0.3 -0.8
H -2.443040 0.682594 0.656144 0.2 0.0 0.0
H -1.595996 -1.611267 1.023616 0.0 0.1 -0.2
H -0.205462 -3.113317 -1.082247 0.2 0.0 0.1
O 2.347271 1.051183 0.687820 -0.3 1.1 -1.0
H -0.072100 2.630044 0.665340 0.0 0.2 -0.6
C 0.387329 -2.711137 -0.248088 -0.1 -0.3 0.0
C -1.250723 -1.016246 0.164912 -0.4 -0.3 0.1
C 2.105619 2.006678 -0.250744 -1.4 -2.5 0.7
H -0.046691 2.993517 -1.146153 0.0 -0.2 0.5
H 1.459498 -2.821380 -0.442604 -0.3 0.0 0.0
H -0.805099 0.670018 1.404540 -0.2 0.0 -0.2
H 2.612178 2.978734 -0.071239 -0.7 -0.3 -0.4
C 0.121458 2.244240 -0.356241 0.8 1.6 1.3
C -1.378827 0.459792 0.485137 0.3 -0.1 0.5
Cr 1.262798 0.200622 -0.757955 1.9 1.4 -0.3
H -1.850665 -1.285227 -0.718091 0.1 0.1 0.1
O 0.123626 -1.324098 -0.090301 -0.7 -0.7 0.2
H 0.121637 -3.248808 0.672308 0.1 0.1 -0.2

***

Record 2
7
Properties=species:S:1:pos:R:3:forces:R:3 method="wB97M-V/def2-TZVPD" mol_weight_g_mol=66.031 homo_ev=-11.78 lumo_energy_ev=0.9 largest_force_ev_per_a=3.86 smiles="O=CO.F" multiplicity=1 e_above_lowest_kcal_mol=5.3
H -0.176608 -0.033605 -1.194180 2.7 -0.6 -1.7
H -1.660126 -0.009488 1.013744 0.7 0.2 0.8
O -0.860207 0.314213 -0.688437 -2.8 0.7 0.4
H 1.465603 -0.113318 -0.045558 -0.1 1.2 2.7
C -0.645506 0.155271 0.595411 -2.4 0.3 0.0
O 0.399320 0.215343 1.160074 0.8 -0.1 1.1
F 1.477524 -0.528417 -0.841054 1.0 -1.7 -3.3

***

Record 3
23
Properties=species:S:1:pos:R:3:forces:R:3 method="wB97M-V/def2-TZVPD" mol_weight_g_mol=185.248 homo_ev="-8.64 / -8.64" lumo_energy_ev="-1.1 / -1.1" largest_force_ev_per_a=5.23 multiplicity=1 e_above_lowest_kcal_mol=101.3
H 1.610177 2.636890 0.928668 -0.7 -0.9 -1.6
H 1.014813 -1.185679 0.119030 -0.1 -0.3 -0.8
C 1.478680 0.789253 1.773844 -1.2 -2.0 4.7
O 0.362342 0.900339 -2.866193 0.2 0.0 0.2
C 1.072349 -0.532138 2.062946 2.0 3.1 1.0
H -1.546103 -3.814772 -1.545659 -1.3 -0.6 -1.0
N 0.646168 1.157410 -0.401469 0.4 -0.9 -1.2
H -0.885461 -2.228582 2.263967 0.1 0.2 -0.4
O 1.353592 3.038555 -2.075931 0.3 -0.4 0.3
C -1.245467 -2.879123 0.288015 0.1 -0.1 -3.2
H -1.933982 2.051112 -1.915074 -0.2 -0.4 -0.2
S 0.466560 1.923989 -1.870207 -1.0 1.0 0.4
H 1.705167 1.368858 2.776333 0.0 -1.0 -2.4
H -1.212977 3.678792 -1.849180 0.3 -1.3 0.7
C 0.588737 -1.413092 1.072566 -0.1 0.3 -0.7
C -1.133979 2.611799 -1.463823 -0.1 1.4 -2.2
H -1.179053 2.510083 -0.421834 -0.4 0.4 1.4
C -0.940996 -3.164137 -1.003836 2.3 0.3 1.7
C -0.506592 -2.143774 1.231677 0.6 -0.2 2.2
H -2.232175 -3.072469 0.585894 -1.2 -0.7 0.5
H 1.239788 -0.800833 3.137702 -0.5 -0.1 -1.1
C 1.206161 1.594778 0.638674 1.6 1.9 1.0
H 0.072251 -3.027261 -1.466112 -1.0 0.2 0.7

***

Record 4
17
Properties=species:S:1:pos:R:3:forces:R:3 method="wB97M-V/def2-TZVPD" mol_weight_g_mol=201.584 homo_ev="-11.68 / -11.68" lumo_energy_ev="-3.9 / -3.9" total_charge=+1 largest_force_ev_per_a=5.05 multiplicity=1 e_above_lowest_kcal_mol=119.1
O 0.249983 0.420704 0.511001 -2.6 1.6 -0.2
H -2.047794 -0.053062 -0.318374 -1.1 -3.5 0.5
C 1.495909 0.367711 0.159049 0.4 -0.3 -1.1
H -0.655575 1.982646 -0.854342 -0.5 -0.8 0.2
H -1.446138 -1.925101 1.580845 -0.2 0.3 0.2
C -1.106471 -1.841249 0.535481 1.1 -1.5 2.3
Rb 1.547878 -3.861737 -0.338835 -0.1 0.5 0.1
H -0.253420 2.537444 0.742271 0.3 -0.3 -0.2
C -2.098482 -1.302726 -0.326144 1.9 2.7 -3.8
H 3.766347 0.863101 -0.417473 -0.1 0.1 0.2
H -1.500973 -1.462471 -1.266322 -1.4 0.6 -0.3
C 3.266964 1.860000 -0.368538 0.6 0.1 -0.4
O 2.153779 -0.624820 0.018007 -0.4 0.0 0.5
H -3.013094 -1.887491 -0.491205 -0.4 0.8 0.8
O 1.996438 1.645910 -0.136398 -0.3 0.4 0.4
H -1.640259 1.578155 0.768939 0.1 -0.8 -0.8
C -0.715092 1.702981 0.202039 2.9 0.2 1.5

***

Record 5
23
Properties=species:S:1:pos:R:3:forces:R:3 method="wB97M-V/def2-TZVPD" mol_weight_g_mol=106.193 homo_ev=-13.38 lumo_energy_ev=-2.9 total_charge=+1 largest_force_ev_per_a=1.10 multiplicity=1 e_above_lowest_kcal_mol=10.1
N -1.149065 1.258913 -0.553804 -0.4 -0.4 0.4
H -1.478358 1.401787 -1.501976 0.1 -0.2 -0.3
H 1.881068 1.661903 -0.422306 -0.6 -0.4 -0.1
H -1.544897 1.775808 1.943053 -0.1 0.6 -0.1
H -0.120554 -2.361128 -1.241715 0.1 -0.1 0.0
H -0.162765 -0.099516 -0.192632 1.0 0.3 0.0
H -1.006239 -2.190199 0.275912 0.0 0.0 0.1
H 3.367664 0.951172 -0.832073 0.1 -0.3 0.0
C -2.337235 0.861919 0.265858 -0.7 0.2 -0.4
C -0.018224 -2.194739 -0.172441 0.1 0.3 -0.3
H -2.556140 -0.190542 0.080387 0.1 -0.1 0.0
C 1.869788 -0.593569 -0.710080 -0.2 1.0 -0.1
C 2.448518 0.744355 -0.282758 0.8 0.2 0.3
H 2.580948 -1.364044 -0.429647 -0.1 -0.3 -0.2
H -1.864835 0.231004 2.123126 -0.1 -0.2 0.3
H 0.838017 -0.804380 1.015744 -0.1 0.4 0.2
N 0.602144 -0.843294 0.029348 -0.8 -0.7 0.2
H 1.658559 -0.611555 -1.776586 -0.1 -0.2 0.0
N -2.213284 1.069696 1.687072 0.5 -0.6 -0.2
H 2.726350 0.680872 0.773312 0.0 0.1 0.0
H -3.219678 1.379860 -0.116234 0.0 0.2 0.1
H 0.592939 -2.957294 0.299222 0.1 -0.1 -0.1
H -0.894722 2.192971 -0.260780 0.3 0.2 0.1

***

Record 6
15
Properties=species:S:1:pos:R:3:forces:R:3 method="wB97M-V/def2-TZVPD" mol_weight_g_mol=114.123 homo_ev=-8.13 lumo_energy_ev=0.8 largest_force_ev_per_a=3.20 smiles=Cc1nc(F)[nH]c1C multiplicity=1 e_above_lowest_kcal_mol=20.0
F -3.415943 -0.344752 -0.041604 0.4 0.9 0.1
C 0.917882 1.823561 0.001806 1.1 1.4 -0.1
N -1.254834 -1.072443 0.022672 -1.2 2.8 -1.0
H 1.170881 -2.039404 0.791313 -0.2 0.4 0.9
H 1.530946 1.621350 -0.931436 -0.1 0.1 1.5
C -0.234576 0.849349 -0.017744 2.9 -0.6 -0.3
H -1.579059 -1.970502 0.215924 -0.1 -1.7 0.0
H 1.518197 1.897583 0.987605 -0.6 -1.0 -1.6
C -2.117762 -0.006532 -0.019344 0.0 -1.2 0.5
H 1.027648 -2.157025 -0.764781 0.7 -0.4 -2.0
N -1.546535 1.153954 -0.016404 -2.0 -0.4 0.0
H 2.124815 -0.783975 0.028746 -1.4 -1.1 -0.9
C -0.007488 -0.514870 -0.088921 -1.0 1.3 1.2
H 0.720694 2.915839 -0.094903 -0.9 -0.8 -0.2
C 1.145140 -1.372138 -0.072931 2.4 0.3 1.9